1.
{
  "formula": "C24H19IrN10O7S2",
  "method": "wB97M-V/def2-TZVPD",
  "species": ["N", "C", "H", "H", "N", "H", "N", "H", "O", "Ir", "C", "S", "H", "O", "C", "C", "C", "N", "H", "C", "N", "N", "C", "H", "C", "C", "S", "O", "H", "N", "C", "C", "C", "H", "N", "C", "N", "C", "C", "H", "O", "H", "C", "C", "O", "C", "C", "H", "C", "C", "C", "H", "O", "H", "H", "O", "H", "C", "H", "C", "H", "N", "H"],
  "positions_angstrom": [[0.71107, 0.22011, -2.49140], [-1.59373, -2.78668, -2.04920], [4.29198, 0.74271, -0.69041], [-3.71724, 3.87867, 1.65879], [-3.61380, 1.15707, -2.90021], [-4.81598, 3.49875, -2.46237], [-0.85486, -2.21264, -1.13820], [-2.16880, -2.22573, -2.77368], [-1.04319, 1.75436, 1.44374], [-0.85416, 0.01551, -0.94693], [-4.38063, 3.75593, -0.38029], [-1.61201, -4.48364, -1.98394], [1.15392, 0.13806, -5.80742], [-2.62753, 0.42470, -3.04968], [-3.76442, 3.27172, 0.76552], [2.40233, -3.12533, 2.10642], [2.14518, 0.74619, -0.64467], [0.64854, -1.78497, 1.63073], [0.29591, 2.14414, 3.57746], [0.66997, -2.79621, 0.74538], [-4.99128, 5.09939, -0.33645], [1.06032, 0.72126, 0.03778], [2.98515, 0.69644, -3.01919], [-0.64954, 0.85325, 4.05686], [2.70929, 0.55577, -4.37302], [3.53971, -3.60423, 2.74358], [-0.85164, -0.87964, 1.93822], [-5.49943, 5.50230, -1.35573], [4.06286, -4.48450, 2.39594], [1.08900, 1.04152, 1.36802], [1.71511, -1.99143, 2.53209], [-3.21977, 2.01474, 0.70437], [1.96354, 0.52612, -2.09773], [3.61522, 0.50957, 0.90138], [0.10540, 1.15564, 3.45493], [-0.56586, -4.43823, -0.64329], [-2.39213, 1.50944, 1.76839], [0.44884, 0.08709, -3.79222], [-0.11542, 0.83819, 2.10226], [3.98164, 0.95823, -2.69880], [-4.92110, 5.69277, 0.71616], [3.49170, 0.69643, -5.10601], [-3.78630, 1.81216, -1.60494], [3.95830, -2.89825, 3.85150], [-2.78766, -0.01756, -0.40244], [-3.25384, 1.20748, -0.45236], [2.13638, -1.28946, 3.65890], [3.57250, 2.11333, 0.16342], [-4.38216, 3.06198, -1.57349], [-0.25699, -3.14332, -0.32873], [1.42023, 0.24715, -4.76602], [-0.26830, -5.34376, -0.13771], [-2.60626, 0.41397, 2.33858], [-0.57693, -0.13635, -4.05529], [3.61357, -1.25607, 5.18735], [-4.40748, 1.38994, -3.76786], [1.98126, -4.37164, 0.41723], [3.47632, 1.04407, -0.04213], [1.60007, -0.42812, 4.02976], [3.26269, -1.76674, 4.30096], [1.92490, 0.78868, 1.88337], [1.71186, -3.59261, 0.99911], [4.83373, -3.22772, 4.39362]],
  "max_force_ha_per_bohr": 0.0121,
  "multiplicity": 5,
  "total_charge": 2,
  "lumo_ev": [-6.23, -6.69],
  "relative_energy_kcal_mol": 41.8,
  "total_energy_ha": -2900.0394,
  "e_homo_ev": [-13.384, -14.495],
  "homo_lumo_gap_ev": [7.153, 7.803]
}

***

2.
{
  "formula": "C6H12NO",
  "method": "wB97M-V/def2-TZVPD",
  "species": ["C", "H", "C", "C", "N", "H", "C", "H", "H", "H", "H", "H", "H", "C", "O", "H", "H", "H", "C", "H"],
  "positions_angstrom": [[-3.70454, 0.34031, -0.34728], [3.91883, -1.15111, 0.54616], [3.03900, 1.25928, 0.27554], [1.12596, 0.18079, -0.60717], [0.00762, 0.37561, -0.74286], [4.04885, 1.06988, 0.51302], [2.53944, -0.01811, -0.49369], [-4.54941, -0.31183, 1.47417], [-1.08887, 0.38302, -0.69134], [2.32153, -1.58968, 1.28481], [3.06192, 2.19982, -0.33278], [3.05025, -0.25353, -1.48879], [-4.56438, -1.29791, 0.11942], [-4.78283, -0.29214, 0.43115], [-2.52691, 0.42577, -0.14609], [-4.13739, 0.51253, -1.40844], [2.52103, -2.07639, -0.25568], [2.68182, 1.48711, 1.29448], [2.82829, -1.29978, 0.34384], [-5.79020, 0.05636, 0.23152]],
  "max_force_ha_per_bohr": 0.0819,
  "total_charge": 1,
  "lumo_ev": -3.05,
  "relative_energy_kcal_mol": 34.8,
  "total_energy_ha": -365.4939,
  "e_homo_ev": -14.213,
  "homo_lumo_gap_ev": 11.166
}

***

3.
{
  "formula": "C29H26Cl3N3O2P2RuS2",
  "method": "wB97M-V/def2-TZVPD",
  "species": ["C", "C", "N", "H", "H", "P", "C", "Cl", "S", "N", "C", "C", "H", "C", "H", "H", "C", "C", "C", "C", "H", "H", "H", "Cl", "C", "C", "C", "H", "O", "H", "C", "H", "C", "H", "C", "H", "C", "C", "Cl", "C", "H", "H", "C", "C", "H", "P", "C", "C", "H", "H", "H", "H", "N", "H", "H", "O", "C", "H", "H", "S", "C", "H", "C", "C", "Ru", "C", "C", "H"],
  "positions_angstrom": [[1.41594, 2.01551, -1.80622], [2.22137, -4.59469, 2.17132], [-2.57857, 1.90501, -2.76452], [-0.65897, -3.73651, 0.61363], [-2.00781, 6.13125, 0.70967], [-0.37550, -0.94978, 1.37609], [-5.32272, 0.56604, -0.26471], [-6.80846, 1.39070, 1.71790], [-1.16734, -0.88912, -2.67258], [-2.63387, 3.21367, -2.28680], [3.17775, 1.50840, -3.90147], [2.44980, 0.46595, -3.35274], [-2.50696, 4.54659, 1.37034], [0.62795, -2.38740, 1.69326], [4.57746, -3.14927, -0.49098], [2.08125, -1.28468, 2.84908], [1.94833, -4.38361, -2.24064], [3.18092, -4.34142, -1.60659], [-2.23029, 3.44434, -1.02465], [-0.24780, 0.53602, 5.11928], [0.73612, 2.20469, -0.98264], [2.05874, 4.05414, -1.96229], [3.60815, 3.60616, -3.83019], [-7.26493, -1.09929, 0.27244], [2.59400, -3.35548, 2.67530], [2.81625, -2.04725, -0.99442], [1.79953, -2.24747, 2.44142], [3.81634, -5.21720, -1.60575], [-1.84427, 2.54674, -0.26332], [0.34391, 3.43581, 3.46552], [-0.33977, -0.32471, 4.04139], [2.83898, -5.46103, 2.36839], [1.05686, -4.73354, 1.42742], [3.86555, 1.31451, -4.71289], [2.15467, 3.05107, -2.35586], [0.16878, -3.29135, -2.73321], [0.25595, -3.63097, 1.18465], [-0.00402, 1.88845, 4.90855], [-7.64471, 1.46195, -1.07204], [-0.14602, -0.08782, -0.13945], [0.14053, 1.91575, 1.52432], [-0.35856, 0.15334, 6.12446], [-0.19262, 0.17552, 2.74671], [-1.87357, 5.05776, 0.64980], [0.07715, 2.55659, 5.75520], [0.56774, -0.61562, -1.66983], [0.14144, 2.38457, 3.62030], [1.13400, -3.26198, -2.24338], [-1.85367, 1.79792, -3.46838], [2.57474, -0.54055, -3.73374], [3.16832, -1.13200, -0.53117], [1.62001, -5.28690, -2.73638], [-4.22638, 0.55763, -0.59006], [-3.47604, 1.63406, -3.15400], [-2.87889, 3.99023, -2.88491], [-2.27567, 4.70725, -0.69563], [3.61230, -3.17782, -0.97832], [-0.51474, -1.38137, 4.20806], [0.76787, -5.70269, 1.04454], [-2.32117, -1.36260, 0.92355], [0.03875, 1.53139, 2.53221], [-0.83001, 4.79149, 0.80115], [1.57139, -2.09413, -1.62423], [1.56868, 0.72273, -2.30342], [-1.99377, 0.38500, -0.67033], [-6.72797, 0.57901, 0.15312], [3.03077, 2.79711, -3.40371], [3.49677, -3.25609, 3.26239]],
  "max_force_ha_per_bohr": 0.0087,
  "multiplicity": 5,
  "total_charge": 2,
  "lumo_ev": [-5.84, -7.24],
  "relative_energy_kcal_mol": 1.4,
  "total_energy_ha": -4389.4582,
  "e_homo_ev": [-13.556, -14.196],
  "homo_lumo_gap_ev": [7.717, 6.960]
}

***

4.
{
  "formula": "C34H92AsCsN7O2SeSi8Te",
  "method": "wB97M-V/def2-TZVPD",
  "species": ["C", "H", "C", "H", "H", "C", "H", "H", "H", "H", "H", "C", "H", "O", "H", "H", "C", "H", "C", "C", "H", "Si", "C", "H", "H", "H", "H", "H", "H", "N", "Cs", "C", "H", "N", "C", "H", "C", "H", "C", "H", "H", "C", "C", "H", "H", "H", "H", "H", "H", "H", "Si", "H", "H", "H", "H", "C", "C", "H", "H", "H", "O", "C", "H", "H", "H", "H", "H", "H", "H", "H", "H", "H", "C", "H", "H", "C", "C", "H", "H", "H", "C", "C", "H", "N", "H", "H", "H", "N", "C", "H", "H", "N", "H", "H", "H", "H", "N", "C", "Si", "H", "H", "N", "H", "C", "C", "H", "C", "Si", "H", "H", "H", "C", "C", "C", "C", "Si", "H", "H", "H", "C", "H", "H", "H", "Si", "H", "H", "H", "C", "H", "H", "Si", "C", "Te", "H", "H", "H", "H", "H", "H", "Si", "H", "As", "H", "H", "Se", "H", "H"],
  "positions_angstrom": [[3.82287, 0.53336, -0.24834], [-5.54517, 2.20983, 7.28636], [3.75271, -2.86514, -2.93938], [0.43181, -0.92841, 6.47222], [6.72734, 0.41123, -0.01647], [-1.82210, 1.54903, -2.70092], [2.73077, -0.08509, -1.68216], [-0.14166, -0.28798, 8.02580], [2.94142, -5.53922, 2.10015], [-0.71307, -6.20473, -3.62140], [2.09704, -4.40637, -0.47882], [-1.42625, -1.37933, -5.71930], [1.61250, -5.33794, 3.24575], [-0.75553, 0.68741, -3.05243], [5.77376, 0.88722, -2.91436], [-0.00497, -2.03764, 7.78319], [4.27465, -2.63741, 2.27123], [3.77848, 4.45647, -0.75733], [-3.02656, 0.69535, -2.38079], [2.96008, 0.98963, 2.02831], [-4.78908, 2.12119, 3.08895], [-1.37460, -4.08188, -2.46162], [-3.42611, 1.14142, -0.10108], [3.73077, -2.16776, -3.78220], [-5.48994, -1.53934, 5.29719], [2.17929, 4.47361, -1.55347], [1.59968, -5.85205, -1.37817], [1.65093, -5.86805, -4.58589], [-5.69519, 0.47494, 7.60233], [4.90753, 0.89621, -1.03274], [0.00861, -0.97420, 0.76991], [1.60448, -1.53153, -6.07633], [-2.54250, 4.16577, 4.90882], [2.73492, 0.01436, -0.67128], [-1.64267, -5.64881, -3.47085], [-1.55277, -2.51581, 4.63742], [4.95140, 0.40230, -2.39390], [4.03678, 0.66023, -2.93227], [2.76685, 4.05226, -0.74240], [2.55181, 0.66914, 3.96335], [3.35969, -5.94229, -4.12753], [-0.03057, 2.79219, 6.69822], [-2.92826, -3.03275, -2.52765], [-1.94125, 1.74340, 9.10508], [-0.89445, -4.66939, -6.11455], [-0.50024, -3.76617, -0.17268], [4.48096, -1.69686, 1.74864], [-3.01951, -0.16808, -3.04984], [-0.44480, -5.47043, -0.58984], [0.72998, 1.87223, -2.20830], [-4.92721, 0.89735, 5.24382], [-2.11625, 3.50412, 9.09645], [6.80490, 1.71634, -1.20240], [2.81574, -4.74978, -5.31452], [-5.09169, 3.24751, 4.41339], [0.47446, 1.37001, -3.14844], [-2.19606, -2.65239, 5.51145], [-2.12150, 5.10066, 6.36388], [-2.84562, -2.28920, 8.74037], [1.86834, 4.80038, 3.72898], [-3.02278, 0.18101, -1.06794], [2.53944, -5.26327, -4.38907], [-2.33471, -6.29590, -2.91829], [-6.93214, 1.31580, 6.65043], [1.64817, -1.31385, 4.17880], [-3.42588, 0.65200, 0.87037], [-0.55146, 5.25683, 3.64112], [-1.53774, 2.16337, -1.84141], [0.29385, 3.75832, 7.10236], [0.45378, 2.12321, -3.94910], [4.70426, -3.40767, -2.96484], [-6.60936, -0.64913, 4.24973], [-2.63972, 4.20661, 5.99862], [-1.89073, -3.57075, 6.02492], [-3.79300, -3.62681, -2.21081], [2.30764, -5.01946, -1.36298], [-5.35073, 2.26118, 4.01695], [4.78015, -2.62167, 3.25034], [-4.43324, 1.51332, -0.33102], [3.30971, -5.44700, -1.23184], [0.79780, 4.57358, 0.66301], [-2.42054, 2.58143, 8.58886], [5.08822, -0.68522, -2.45142], [3.31219, 0.56597, 3.30773], [-2.08856, -5.44818, -4.44842], [1.43333, -1.18522, -7.10217], [-3.22728, -0.55887, 8.79355], [2.13218, 4.40539, 0.50867], [-5.85656, 1.25465, 6.85205], [-4.21272, -1.65319, 7.81288], [0.46052, 1.99924, 7.26998], [1.89410, 1.58242, 1.67097], [-2.73619, 1.99138, -0.04566], [-3.95207, 1.25835, -2.55676], [-1.39882, -0.96348, -6.73359], [1.82630, -0.65848, -5.45691], [4.00650, 0.80084, 1.11416], [-1.04398, -4.56447, -0.68158], [-2.04135, -1.17480, 6.66291], [0.30325, 2.71354, 5.65834], [2.48810, -2.17794, -6.08504], [0.60011, 4.76629, 1.98949], [-2.35396, -1.95158, -5.62194], [2.57613, -4.92071, 2.92974], [-5.56045, -0.73941, 4.55325], [3.66341, -0.38589, 3.33085], [-0.09695, -4.01392, -6.47161], [2.30032, -4.05563, -2.96095], [-1.98927, -4.72830, -0.15296], [1.21978, 1.57779, 2.44023], [-2.84817, -2.17167, -1.85614], [-0.27008, -1.09353, 7.29511], [-3.19133, -1.43812, 8.14290], [-0.70492, 4.93987, 2.61060], [1.90954, -2.37800, 4.14892], [-1.90843, 2.64552, 6.76927], [3.27998, -5.02949, 3.76829], [1.00550, -2.90244, 4.48641], [-3.70226, 4.31061, 6.24074], [2.76257, 4.47206, 1.73560], [3.82454, 4.32219, 1.83937], [1.23356, 0.62094, -3.38260], [-2.04378, 2.23343, -3.53119], [2.37226, -3.07369, 2.39134], [-1.26397, 5.69693, 2.06313], [6.03335, 2.00643, 0.34961], [-1.25477, 4.00058, 2.59665], [1.80669, 4.70016, 2.65856], [-6.42284, 2.25261, 3.79026], [-3.12906, -2.65345, -3.53331], [-2.60884, 0.78651, 5.53534], [6.17846, 1.26633, -0.43565], [-1.53477, 0.91986, 3.32722], [0.82699, -4.59416, -6.51705], [-3.22356, -2.77882, 5.15688], [-4.97281, -1.03622, 3.67910], [4.75913, -3.42133, 1.67532], [2.79752, 2.96798, -0.84675], [-3.50271, 2.47211, 8.70567], [0.08837, -2.45211, -5.44101], [-1.44837, -0.55142, -5.00615], [0.39206, -2.66800, -3.12425], [2.69322, -2.56908, 4.89787], [4.88383, 0.52383, 1.52105], [-0.49929, 4.58629, -0.64732], [3.71463, -2.29134, -2.00701], [-0.35140, -3.70489, -7.49378]],
  "max_force_ha_per_bohr": 0.0104,
  "total_charge": -1,
  "lumo_ev": 1.72,
  "relative_energy_kcal_mol": 12.0,
  "total_energy_ha": -9126.0515,
  "e_homo_ev": -3.137,
  "homo_lumo_gap_ev": 4.858
}

***

5.
{
  "formula": "C28H41INOPRhS",
  "method": "wB97M-V/def2-TZVPD",
  "species": ["H", "H", "C", "H", "O", "H", "H", "H", "H", "H", "H", "H", "H", "C", "C", "H", "H", "H", "C", "C", "C", "C", "C", "C", "H", "H", "H", "H", "H", "H", "C", "H", "H", "H", "C", "H", "C", "C", "H", "C", "H", "H", "C", "C", "H", "C", "C", "H", "H", "H", "S", "C", "H", "C", "C", "H", "Rh", "C", "H", "C", "I", "H", "H", "C", "H", "C", "H", "N", "P", "C", "C", "H", "H", "H", "C"],
  "positions_angstrom": [[-2.73072, 0.29533, -4.41619], [4.74195, 2.74011, 1.40123], [1.45069, 1.93018, 1.19598], [-5.05005, -1.79500, -1.79483], [-1.60877, 0.97113, -1.27352], [-1.14549, -1.43782, 5.66436], [-3.29449, 0.21727, -0.31661], [-2.08344, -6.01935, -0.79679], [-1.37438, 0.42543, 4.04935], [-1.60764, 3.26499, -3.06129], [-4.09416, -3.26301, -1.87003], [-2.16929, -3.54798, -2.64152], [0.09278, -5.50126, -0.63955], [-4.04996, -2.20307, -1.63402], [-1.31971, -1.64294, 4.61693], [-1.33323, -0.55737, -2.55912], [0.75989, -3.89703, -0.35818], [2.50308, 3.80422, 1.28558], [-1.42646, -2.96298, 4.17877], [-1.75611, -2.21746, 1.92310], [-3.97113, -0.47968, 0.16560], [-1.44315, -0.60205, 3.71813], [5.14612, 0.03571, 1.58000], [2.61552, 2.72886, 1.28229], [-3.11326, 1.76211, -3.54261], [-2.10656, 2.56307, -0.11912], [0.03731, 3.32349, 0.39895], [-0.74400, 0.97138, -3.16721], [-3.17839, 2.31009, -1.46630], [-4.34876, -2.53520, 1.80751], [-1.24292, -3.79492, -2.13240], [-0.50253, -3.02539, -2.34795], [-3.37666, -1.72594, -2.34338], [-3.95674, -0.30890, 1.24168], [-2.12463, 2.31203, -1.17467], [-0.87504, -4.73081, -2.55832], [3.92489, 0.73596, 1.42756], [5.14180, -1.32556, 1.68725], [0.00622, 3.15455, 2.14851], [-2.86478, 0.71045, -3.41588], [-5.56306, -2.56160, 0.53397], [3.92730, -3.12047, 1.75039], [2.72834, 0.01479, 1.36181], [-2.46294, -5.09351, -0.35916], [-1.84245, -0.06987, 1.67397], [3.83859, 2.14412, 1.35823], [0.12480, 2.60554, 1.21209], [-0.05178, -4.75558, 0.95155], [-0.66917, 1.86993, 1.13660], [-2.62961, -5.28115, 0.70157], [1.17675, -2.15464, 1.60786], [-1.64317, -3.25579, 2.84349], [-4.39236, -3.86373, 0.64765], [-1.66362, -0.89163, 2.37435], [-1.35450, 3.32340, -2.00402], [-1.33805, -3.77081, 4.89319], [-0.02819, -0.70333, 0.40300], [-1.40822, -4.00979, -0.61381], [6.07176, 0.59527, 1.60891], [-0.06867, -4.55456, -0.11804], [1.44247, -1.00684, -1.65678], [-1.59366, 4.33308, -1.66775], [-3.42016, -4.88881, -0.82935], [-4.51951, -2.79341, 0.76329], [-4.98677, -0.27171, -0.17789], [-3.65434, -1.94161, -0.17694], [6.07129, -1.86652, 1.79886], [1.49495, 0.61238, 1.17825], [-1.81191, -2.32163, 0.11976], [3.92487, -2.04250, 1.65225], [-1.57669, 0.49940, -2.64203], [-0.27737, 3.17345, -1.91562], [-1.69686, -4.28641, 2.52213], [-3.72090, 0.21709, -2.95937], [2.73808, -1.37653, 1.50531]],
  "max_force_ha_per_bohr": 0.0120,
  "total_charge": 1,
  "lumo_ev": [-3.92, -3.92],
  "relative_energy_kcal_mol": 10.1,
  "total_energy_ha": -2369.1573,
  "e_homo_ev": [-10.371, -10.371],
  "homo_lumo_gap_ev": [6.454, 6.454]
}